Record 1
Computed, not measured: a cluster of 3 separate species, C23H51INO4P in total, with the ωB97M-V functional and the def2-TZVPD basis.

Output
Structure (SMILES) ... CCOCCOCN(C(=O)OP(C)C)[C@@H](I)CC.CCCCCC.CCCCCC
HOMO energy ... -7.861 eV
Multiplicity ... 1
HOMO-LUMO gap ... 8.281 eV
Lowest unoccupied orbital energy ... 0.4203 eV
Electronic energy ... -51744.2196 eV

Geometry (Å):
C (2.672, -2.227, -5.450)
C (2.014, -2.293, -3.974)
O (1.801, -0.998, -3.372)
C (0.446, -0.536, -3.527)
C (-0.085, 0.351, -2.281)
O (0.974, 0.928, -1.493)
C (0.694, 2.328, -1.190)
N (1.656, 2.941, -0.265)
C (1.826, 4.377, -0.453)
O (0.897, 5.068, -0.953)
O (3.040, 4.945, 0.002)
P (4.010, 5.585, -1.278)
C (5.826, 5.080, -1.148)
C (3.297, 5.252, -2.993)
C (1.515, 2.538, 1.149)
I (-0.441, 2.978, 2.051)
C (2.017, 1.019, 1.452)
C (3.517, 0.948, 0.816)
H (2.899, -1.136, -5.688)
H (3.650, -2.825, -5.474)
H (1.910, -2.655, -6.183)
H (2.768, -2.842, -3.292)
H (1.090, -2.960, -4.017)
H (0.358, 0.140, -4.461)
H (-0.318, -1.383, -3.706)
H (-0.719, -0.349, -1.634)
H (-0.782, 1.139, -2.723)
H (-0.407, 2.420, -0.913)
H (0.808, 2.879, -2.202)
H (6.446, 5.963, -1.556)
H (6.149, 4.952, -0.047)
H (6.095, 4.093, -1.667)
H (2.966, 4.176, -3.186)
H (4.096, 5.531, -3.779)
H (2.398, 5.963, -3.113)
H (2.258, 3.194, 1.742)
H (1.324, 0.232, 1.013)
H (2.095, 0.967, 2.601)
H (3.476, 0.559, -0.255)
H (3.894, 2.038, 0.735)
H (4.257, 0.406, 1.488)
C (-3.851, -0.234, -0.581)
C (-4.156, -0.214, -2.072)
C (-5.654, -0.220, -2.385)
C (-6.416, -1.460, -1.909)
C (-5.895, -2.795, -2.445)
C (-5.990, -2.913, -3.960)
H (-4.218, -1.147, -0.106)
H (-2.771, -0.188, -0.418)
H (-4.305, 0.624, -0.078)
H (-3.659, -1.057, -2.562)
H (-3.718, 0.693, -2.504)
H (-5.787, -0.104, -3.466)
H (-6.115, 0.663, -1.929)
H (-7.468, -1.349, -2.195)
H (-6.407, -1.495, -0.814)
H (-6.484, -3.602, -1.996)
H (-4.860, -2.958, -2.128)
H (-7.023, -2.793, -4.297)
H (-5.643, -3.898, -4.283)
H (-5.373, -2.165, -4.463)
C (1.234, -4.065, 7.049)
C (0.176, -2.976, 6.940)
C (-0.307, -2.741, 5.507)
C (0.766, -2.259, 4.526)
C (1.478, -0.964, 4.920)
C (0.544, 0.236, 5.001)
H (2.142, -3.802, 6.501)
H (1.512, -4.217, 8.095)
H (0.858, -5.015, 6.658)
H (0.558, -2.047, 7.372)
H (-0.686, -3.267, 7.550)
H (-1.131, -2.020, 5.529)
H (-0.734, -3.673, 5.120)
H (0.298, -2.121, 3.544)
H (1.516, -3.045, 4.392)
H (2.251, -0.753, 4.172)
H (2.001, -1.088, 5.873)
H (0.040, 0.404, 4.045)
H (1.112, 1.138, 5.245)
H (-0.216, 0.105, 5.774)


Record 2
Computed, not measured: a structure of composition C23H51IrN2O2P2SSi, with the ωB97M-V functional and the def2-TZVPD basis.

Output
Charge ... +2
HOMO energy (alpha / beta) ... -13.222 / -13.222 eV
Multiplicity ... 1
HOMO-LUMO gap (alpha / beta) ... 5.961 / 5.958 eV
Lowest unoccupied orbital energy (alpha / beta) ... -7.2613 / -7.2639 eV
Electronic energy ... -71870.6762 eV

Geometry (Å):
Ir (0.459, -0.551, 0.230)
C (3.817, -2.159, -1.012)
C (3.731, -0.682, -0.835)
C (4.809, 0.115, -1.126)
C (4.711, 1.498, -0.940)
C (3.554, 2.042, -0.449)
C (2.481, 1.188, -0.149)
N (2.578, -0.136, -0.370)
N (1.298, 1.506, 0.370)
Si (0.922, 3.048, 1.155)
C (-0.712, 2.839, 2.049)
C (0.882, 4.519, -0.011)
C (2.339, 3.442, 2.344)
H (4.692, -2.563, -0.503)
H (3.895, -2.419, -2.068)
H (2.928, -2.601, -0.601)
H (5.724, -0.333, -1.486)
H (5.550, 2.138, -1.180)
H (3.450, 3.107, -0.297)
H (-1.466, 3.529, 1.662)
H (-0.593, 3.070, 3.111)
H (-1.102, 1.827, 1.954)
H (0.071, 4.488, -0.738)
H (1.816, 4.635, -0.563)
H (0.742, 5.419, 0.594)
H (3.034, 2.610, 2.465)
H (1.950, 3.708, 3.330)
H (2.912, 4.296, 1.980)
C (-0.421, -1.721, 3.559)
P (0.817, -0.950, 2.492)
C (1.473, 0.387, 3.502)
C (2.198, -2.129, 2.446)
C (1.861, -3.407, 1.680)
P (0.724, -3.116, 0.245)
C (-0.756, -4.043, 0.793)
C (1.250, -4.326, -1.020)
H (0.004, -1.834, 4.556)
H (-0.718, -2.695, 3.179)
H (-1.307, -1.087, 3.618)
H (1.920, -0.036, 4.402)
H (0.670, 1.070, 3.780)
H (2.217, 0.944, 2.940)
H (2.507, -2.362, 3.467)
H (3.019, -1.591, 1.966)
H (1.364, -4.123, 2.335)
H (2.780, -3.875, 1.327)
H (-0.431, -4.970, 1.268)
H (-1.356, -4.290, -0.078)
H (-1.368, -3.467, 1.480)
H (1.212, -5.317, -0.568)
H (2.238, -4.154, -1.427)
H (0.533, -4.293, -1.842)
C (-4.019, -2.978, -0.051)
C (-3.145, -1.748, 0.084)
O (-1.841, -1.909, -0.511)
H (-4.989, -2.781, 0.408)
H (-3.585, -3.846, 0.442)
H (-4.188, -3.223, -1.102)
H (-2.954, -1.510, 1.131)
H (-3.656, -0.898, -0.369)
H (-1.962, -2.062, -1.457)
C (-5.136, 0.461, -2.365)
C (-4.613, 1.857, -2.027)
C (-3.599, 1.841, -0.883)
S (-2.058, 1.050, -1.406)
O (-1.335, 0.764, -0.071)
C (-1.178, 2.490, -2.075)
C (-0.808, 2.313, -3.545)
C (0.072, 1.085, -3.774)
H (-5.811, 0.497, -3.219)
H (-5.691, 0.043, -1.522)
H (-4.318, -0.217, -2.617)
H (-5.445, 2.493, -1.726)
H (-4.168, 2.313, -2.917)
H (-3.962, 1.247, -0.044)
H (-3.351, 2.840, -0.525)
H (-0.280, 2.522, -1.458)
H (-1.781, 3.381, -1.907)
H (-0.278, 3.213, -3.860)
H (-1.711, 2.243, -4.155)
H (0.919, 1.080, -3.080)
H (0.468, 1.078, -4.787)
H (-0.494, 0.161, -3.629)


Record 3
Computed, not measured: a structure of composition C23H52BiP4S, with the ωB97M-V functional and the def2-TZVPD basis.

Output
Charge ... +3
HOMO energy ... -15.010 eV
Multiplicity ... 1
HOMO-LUMO gap ... 3.268 eV
Lowest unoccupied orbital energy ... -11.7422 eV
Electronic energy ... -78496.5481 eV

Geometry (Å):
Bi (0.245, -1.087, -0.916)
P (-2.081, -0.435, -2.312)
P (-0.681, 0.937, 1.235)
P (-0.568, -2.828, 1.117)
H (2.256, -2.542, -2.323)
C (1.344, -2.866, -1.819)
C (0.082, -2.727, -2.518)
H (0.080, -2.306, -3.538)
C (-1.798, 0.897, -3.541)
C (-3.485, 0.274, -1.378)
C (-2.956, -1.655, -3.362)
C (0.668, 1.122, 2.458)
C (-0.958, 2.669, 0.686)
C (-2.165, 0.622, 2.259)
C (-0.042, -4.573, 0.966)
C (-2.400, -2.963, 1.184)
C (-0.086, -2.423, 2.835)
H (1.489, -3.682, -1.100)
H (-0.738, -3.422, -2.259)
H (-0.818, 0.791, -4.027)
H (-1.841, 1.885, -3.061)
H (-2.602, 0.798, -4.286)
H (-3.220, 1.219, -0.883)
H (-3.844, -0.435, -0.620)
H (-4.277, 0.451, -2.120)
H (-2.258, -2.244, -3.968)
H (-3.631, -1.070, -4.002)
H (-3.545, -2.338, -2.741)
H (0.406, 1.896, 3.191)
H (1.587, 1.414, 1.935)
H (0.834, 0.170, 2.975)
H (-1.666, 3.165, 1.366)
H (-1.391, 2.656, -0.323)
H (-0.021, 3.242, 0.682)
H (-2.329, 1.474, 2.932)
H (-2.051, -0.285, 2.863)
H (-3.039, 0.517, 1.601)
H (-0.350, -5.104, 1.877)
H (1.051, -4.638, 0.872)
H (-0.518, -5.049, 0.096)
H (-2.658, -3.774, 1.883)
H (-2.787, -3.219, 0.185)
H (-2.855, -2.021, 1.527)
H (-0.168, -3.338, 3.439)
H (-0.721, -1.646, 3.279)
H (0.957, -2.078, 2.852)
C (5.605, -2.650, 0.444)
C (5.599, -2.042, 1.721)
C (6.616, -1.157, 2.117)
C (7.651, -0.804, 1.248)
C (7.609, -1.312, -0.055)
C (6.587, -2.205, -0.452)
S (4.306, -3.821, 0.150)
H (3.959, -3.320, -1.057)
H (4.818, -2.305, 2.418)
H (6.571, -0.715, 3.113)
H (8.503, -0.213, 1.583)
H (8.334, -0.977, -0.790)
H (6.580, -2.609, -1.472)
C (0.698, 4.592, -1.861)
C (1.354, 3.456, -2.639)
P (1.689, 1.884, -1.698)
C (2.933, 1.013, -2.796)
C (3.836, 1.867, -3.669)
C (2.785, 2.479, -0.340)
C (3.864, 3.515, -0.655)
H (-0.283, 4.308, -1.464)
H (0.533, 5.437, -2.541)
H (1.321, 4.963, -1.037)
H (2.296, 3.790, -3.099)
H (0.694, 3.156, -3.470)
H (3.525, 0.373, -2.121)
H (2.329, 0.337, -3.428)
H (4.651, 1.248, -4.054)
H (3.301, 2.261, -4.538)
H (4.294, 2.699, -3.126)
H (2.117, 2.879, 0.441)
H (3.256, 1.576, 0.085)
H (3.469, 4.394, -1.180)
H (4.296, 3.880, 0.288)
H (4.696, 3.094, -1.232)


Record 4
Computed, not measured: a cluster of 3 separate species, C23H52BrF4N7O6P3 in total, with the ωB97M-V functional and the def2-TZVPD basis.

Output
Charge ... +1
HOMO energy ... -9.426 eV
Multiplicity ... 1
HOMO-LUMO gap ... 5.501 eV
Lowest unoccupied orbital energy ... -3.9255 eV
Electronic energy ... -156170.7728 eV

Geometry (Å):
C (5.187, -0.763, -2.403)
C (3.825, -0.622, -2.825)
C (2.567, -0.902, -1.846)
C (2.196, -2.438, -2.043)
C (2.584, -3.511, -0.928)
C (4.101, -3.550, -0.464)
F (5.024, -3.732, -1.489)
F (4.427, -2.319, 0.145)
F (4.367, -4.524, 0.516)
N (1.992, -4.775, -1.536)
F (2.956, -5.514, -2.261)
P (1.408, -6.068, -0.366)
O (2.762, -6.982, 0.163)
O (0.493, -7.233, -1.244)
C (0.995, -4.460, -2.644)
C (0.697, -2.874, -2.397)
Br (-0.624, -3.007, -0.883)
C (0.097, -2.197, -3.727)
C (-1.232, -1.346, -3.496)
C (-1.009, -0.020, -2.629)
O (-1.377, 0.136, -1.458)
O (-0.358, 1.076, -3.275)
H (5.722, -0.078, -1.678)
H (5.785, -1.648, -2.811)
H (3.561, -0.335, -3.899)
H (2.865, -0.607, -0.795)
H (1.726, -0.237, -2.260)
H (2.773, -2.769, -2.982)
H (2.033, -3.496, 0.080)
H (2.916, -6.762, 1.106)
H (1.191, -7.696, -1.779)
H (1.510, -4.419, -3.661)
H (0.106, -5.148, -2.765)
H (0.912, -1.578, -4.245)
H (-0.163, -3.035, -4.461)
H (-2.116, -1.965, -3.114)
H (-1.571, -0.973, -4.530)
H (0.277, 0.736, -3.947)
O (1.243, -1.230, 2.299)
P (0.842, -1.367, 3.777)
N (1.429, -3.008, 3.936)
C (0.866, -4.015, 4.834)
C (2.892, -3.100, 4.025)
N (-0.856, -1.396, 3.360)
C (-1.777, -2.468, 3.705)
C (-1.192, -0.993, 1.984)
N (0.420, -1.397, 5.507)
C (-0.658, -0.432, 5.889)
C (1.557, -0.910, 6.341)
H (1.028, -3.795, 5.895)
H (1.323, -4.993, 4.653)
H (-0.196, -4.170, 4.676)
H (3.287, -2.761, 4.986)
H (3.362, -2.497, 3.246)
H (3.243, -4.128, 3.889)
H (-1.598, -3.376, 3.112)
H (-2.808, -2.145, 3.526)
H (-1.751, -2.722, 4.766)
H (-0.928, -1.780, 1.271)
H (-0.682, -0.073, 1.697)
H (-2.260, -0.783, 1.875)
H (-0.391, 0.592, 5.611)
H (-0.832, -0.469, 6.969)
H (-1.631, -0.641, 5.452)
H (1.868, 0.096, 6.035)
H (2.425, -1.556, 6.304)
H (1.270, -0.866, 7.397)
O (-4.633, 6.500, -0.623)
P (-3.506, 5.580, -1.111)
N (-2.213, 6.601, -0.524)
C (-0.891, 6.709, -1.131)
C (-2.030, 6.531, 0.931)
N (-3.845, 5.978, -2.781)
C (-2.879, 6.538, -3.713)
C (-5.117, 6.679, -3.041)
N (-2.277, 4.403, -1.640)
C (-2.735, 3.503, -2.739)
C (-1.984, 3.407, -0.578)
H (-0.288, 5.797, -1.038)
H (-0.311, 7.506, -0.657)
H (-0.933, 6.982, -2.181)
H (-1.575, 5.593, 1.264)
H (-2.989, 6.630, 1.443)
H (-1.388, 7.338, 1.297)
H (-2.651, 7.590, -3.491)
H (-3.272, 6.485, -4.734)
H (-1.948, 5.970, -3.748)
H (-5.062, 7.731, -2.735)
H (-5.951, 6.205, -2.523)
H (-5.376, 6.654, -4.103)
H (-3.645, 2.964, -2.455)
H (-1.960, 2.772, -2.982)
H (-2.940, 4.000, -3.684)
H (-2.899, 2.889, -0.265)
H (-1.520, 3.832, 0.303)
H (-1.281, 2.653, -0.945)


Record 5
Computed, not measured: a structure of composition C23H52GeN6PtSi, with the ωB97M-V functional and the def2-TZVPD basis.

Output
Expectation value of S² ... 6.071
Charge ... +4
HOMO energy (alpha / beta) ... -19.450 / -19.311 eV
Multiplicity ... 5
HOMO-LUMO gap (alpha / beta) ... 6.819 / 3.919 eV
Lowest unoccupied orbital energy (alpha / beta) ... -12.6310 / -15.3920 eV
Electronic energy ... -101229.6252 eV

Geometry (Å):
Pt (0.193, 0.161, -0.602)
C (-3.090, -0.098, -1.633)
N (-2.819, -1.521, -1.634)
C (-3.870, -2.480, -1.898)
C (-3.144, -3.781, -1.917)
N (-1.752, -3.479, -1.688)
C (-0.787, -4.546, -1.551)
C (-1.599, -2.127, -1.629)
N (-0.443, -1.481, -1.694)
C (0.662, -2.177, -2.437)
C (1.708, -1.195, -2.830)
N (1.923, -0.250, -1.772)
C (3.097, 0.357, -1.747)
N (3.613, 0.888, -0.589)
C (3.053, 0.914, 0.762)
C (4.907, 1.502, -0.840)
C (5.083, 1.357, -2.357)
N (3.876, 0.694, -2.806)
C (3.735, 0.298, -4.167)
H (-4.184, 0.010, -1.630)
H (-2.733, 0.382, -2.554)
H (-2.609, 0.427, -0.799)
H (-4.372, -2.242, -2.905)
H (-4.670, -2.385, -1.133)
H (-3.231, -4.230, -2.930)
H (-3.515, -4.519, -1.206)
H (-1.255, -5.478, -1.190)
H (-0.038, -4.261, -0.802)
H (-0.352, -4.857, -2.515)
H (0.265, -2.727, -3.274)
H (1.145, -2.942, -1.806)
H (1.347, -0.712, -3.777)
H (2.643, -1.710, -3.131)
H (3.324, 0.006, 1.360)
H (1.968, 0.922, 0.676)
H (3.390, 1.808, 1.294)
H (5.700, 0.976, -0.310)
H (4.948, 2.575, -0.497)
H (5.946, 0.735, -2.638)
H (5.192, 2.339, -2.879)
H (4.318, 0.986, -4.823)
H (2.731, 0.327, -4.539)
H (4.125, -0.724, -4.339)
C (1.794, 1.190, 5.054)
C (1.072, 2.441, 4.516)
C (-0.294, 2.106, 3.903)
C (-0.267, 1.914, 2.382)
Ge (-0.298, 0.017, 1.700)
C (-2.028, -0.741, 2.218)
C (-1.893, -1.841, 3.270)
C (-3.213, -2.365, 3.883)
C (-3.993, -1.348, 4.754)
H (2.897, 1.338, 5.158)
H (1.659, 0.335, 4.374)
H (1.418, 0.912, 6.026)
H (1.740, 2.860, 3.753)
H (1.020, 3.209, 5.309)
H (-1.093, 2.851, 4.167)
H (-0.686, 1.195, 4.330)
H (0.640, 2.372, 1.964)
H (-1.122, 2.372, 1.836)
H (0.869, -0.770, 2.350)
H (-2.374, -1.084, 1.232)
H (-2.705, 0.077, 2.491)
H (-1.256, -1.520, 4.126)
H (-1.398, -2.727, 2.840)
H (-2.912, -3.240, 4.461)
H (-3.827, -2.786, 3.099)
H (-3.354, -1.164, 5.625)
H (-4.929, -1.779, 5.113)
H (-4.263, -0.390, 4.311)
C (-0.303, 2.051, -3.463)
Si (-0.353, 2.270, -1.551)
C (-1.861, 3.183, -1.070)
C (0.917, 3.597, -1.207)
H (0.536, 1.417, -3.799)
H (-0.258, 3.028, -3.951)
H (-1.246, 1.542, -3.788)
H (-2.447, 3.621, -1.835)
H (-1.681, 3.985, -0.393)
H (-2.534, 2.464, -0.586)
H (0.716, 4.561, -1.672)
H (1.922, 3.233, -1.431)
H (0.959, 3.869, -0.122)